{"formula": "C34H40GeN6O4S2Ti", "method": "wB97M-V/def2-TZVPD", "de_lowest_kj_mol": 28.9, "multiplicity": 3, "lumo_ev": [-5.1745, -6.6493], "total_charge": 2, "energy_ev": -154329.814, "homo_ev": [-12.5159, -12.5296], "gap_ev": [7.34, 5.88], "species": ["Ti", "C", "C", "C", "C", "C", "C", "H", "H", "H", "H", "H", "H", "N", "C", "C", "C", "C", "N", "C", "N", "N", "C", "O", "O", "H", "H", "H", "H", "H", "H", "H", "H", "H", "H", "H", "H", "H", "H", "O", "C", "C", "C", "C", "C", "C", "C", "O", "N", "N", "C", "S", "C", "C", "S", "H", "H", "H", "H", "H", "H", "H", "H", "H", "Ge", "C", "C", "C", "C", "C", "C", "C", "C", "C", "C", "C", "C", "H", "H", "H", "H", "H", "H", "H", "H", "H", "H", "H"], "positions_angstrom": [[0.121, -0.228, 0.021], [-2.135, -0.809, -1.146], [-1.562, -1.804, -1.939], [-1.435, -3.093, -1.435], [-1.843, -3.370, -0.136], [-2.341, -2.362, 0.682], [-2.502, -1.074, 0.177], [-2.398, 0.139, -1.595], [-1.274, -1.576, -2.959], [-1.021, -3.878, -2.054], [-1.762, -4.378, 0.250], [-2.650, -2.587, 1.694], [-2.958, -0.287, 0.763], [1.859, 0.237, 1.412], [1.671, 1.604, 1.901], [2.047, 1.781, 3.374], [1.844, 3.182, 3.958], [2.595, 4.305, 3.227], [1.776, 5.020, 2.256], [1.075, 6.121, 2.494], [1.131, 6.759, 3.663], [0.299, 6.603, 1.524], [0.207, 1.936, 1.624], [-0.172, 3.081, 1.504], [-0.553, 0.860, 1.510], [1.708, -0.432, 2.167], [2.792, 0.066, 1.052], [2.278, 2.266, 1.281], [3.099, 1.498, 3.478], [1.463, 1.077, 3.973], [2.177, 3.148, 4.996], [0.781, 3.430, 3.972], [3.462, 3.912, 2.691], [3.002, 5.029, 3.932], [1.427, 4.473, 1.475], [1.616, 6.373, 4.452], [0.693, 7.656, 3.783], [0.344, 6.217, 0.592], [-0.295, 7.399, 1.679], [3.267, 1.000, -2.966], [3.517, -0.244, -3.454], [4.386, -0.332, -4.538], [4.723, -1.566, -5.053], [4.207, -2.735, -4.492], [3.349, -2.649, -3.421], [2.975, -1.405, -2.890], [2.061, -1.370, -1.741], [1.490, -0.209, -1.384], [1.860, -2.443, -1.052], [1.083, -2.168, 0.088], [1.229, -3.054, 1.013], [2.264, -4.435, 0.825], [1.715, -5.231, 2.364], [1.404, -4.149, 3.379], [0.378, -2.907, 2.533], [2.621, 0.898, -2.250], [4.789, 0.584, -4.947], [5.399, -1.625, -5.895], [4.479, -3.700, -4.894], [2.937, -3.544, -2.975], [2.527, -5.869, 2.708], [0.842, -5.848, 2.157], [2.311, -3.675, 3.751], [0.824, -4.530, 4.218], [-0.622, 2.217, -1.744], [0.674, 3.666, -1.588], [1.976, 3.484, -1.131], [2.866, 4.548, -1.062], [2.458, 5.816, -1.453], [1.160, 6.013, -1.911], [0.271, 4.945, -1.974], [-0.968, 1.437, -3.475], [-2.300, 1.323, -3.882], [-2.606, 0.750, -5.109], [-1.587, 0.281, -5.926], [-0.261, 0.395, -5.529], [0.052, 0.971, -4.307], [-1.960, 2.588, -1.081], [2.312, 2.495, -0.845], [3.884, 4.385, -0.731], [3.152, 6.645, -1.421], [0.847, 6.994, -2.245], [-0.734, 5.116, -2.343], [-3.101, 1.684, -3.247], [-3.637, 0.674, -5.426], [-1.828, -0.166, -6.881], [0.533, 0.040, -6.173], [1.087, 1.080, -4.023]], "forces_ev_per_a": [[0.4, -0.3, 0.1], [0.0, 0.2, 0.0], [0.0, -0.1, 0.0], [0.0, 0.0, 0.1], [0.0, 0.0, -0.1], [-0.1, 0.0, 0.0], [0.0, 0.0, -0.1], [0.0, 0.0, 0.1], [0.0, 0.0, 0.0], [0.0, 0.0, 0.0], [0.0, 0.0, 0.0], [0.0, 0.0, 0.0], [0.0, -0.1, 0.1], [0.0, -0.3, 0.0], [0.0, 0.2, 0.1], [0.0, 0.0, 0.0], [-0.1, 0.0, 0.0], [0.0, 0.0, 0.0], [0.0, 0.1, -0.1], [0.0, -0.1, 0.0], [0.0, 0.0, 0.0], [0.0, 0.1, 0.0], [-0.2, 0.0, 0.2], [-0.1, -0.1, 0.1], [0.1, 0.3, -0.6], [0.0, 0.0, 0.0], [0.0, 0.1, -0.1], [0.0, 0.0, 0.0], [0.0, 0.0, 0.0], [0.0, 0.0, 0.0], [0.0, 0.0, 0.0], [0.0, 0.0, 0.1], [0.0, 0.0, 0.0], [0.0, 0.0, 0.0], [0.0, 0.0, 0.0], [0.0, 0.0, 0.0], [0.0, 0.0, 0.0], [0.0, 0.0, 0.0], [0.0, 0.0, 0.0], [0.0, 0.0, 0.0], [0.1, 0.0, 0.0], [0.0, 0.0, 0.0], [0.0, 0.0, 0.0], [0.0, 0.0, 0.0], [-0.1, 0.0, 0.0], [-0.1, 0.0, -0.1], [0.0, 0.1, 0.2], [-0.1, -0.1, -0.2], [0.0, 0.0, 0.3], [0.0, 0.0, 0.0], [-0.1, -0.1, -0.1], [0.0, 0.0, 0.0], [0.0, 0.0, 0.0], [0.0, 0.0, 0.0], [0.0, 0.0, 0.0], [-0.1, 0.0, 0.0], [0.0, 0.0, 0.0], [0.0, 0.0, 0.0], [0.0, 0.0, 0.0], [0.0, 0.0, 0.0], [0.0, 0.0, 0.0], [0.0, 0.0, 0.0], [0.0, 0.0, 0.0], [0.0, 0.0, 0.0], [0.0, 0.0, 0.1], [0.0, 0.0, 0.0], [0.0, 0.0, -0.1], [0.0, 0.0, 0.0], [0.0, 0.0, 0.0], [0.0, 0.0, 0.0], [0.0, 0.0, 0.0], [0.1, 0.1, 0.1], [0.1, -0.1, 0.0], [-0.1, 0.0, 0.0], [0.0, 0.0, 0.0], [0.0, 0.0, 0.0], [-0.1, 0.0, -0.1], [0.0, 0.0, 0.0], [0.0, 0.0, 0.0], [0.0, 0.0, 0.0], [0.0, 0.0, 0.0], [0.0, 0.0, 0.0], [0.0, 0.0, 0.0], [0.0, 0.0, 0.0], [0.0, 0.0, 0.0], [0.0, 0.0, 0.0], [0.0, 0.0, 0.0], [0.1, 0.0, 0.1]], "mulliken_charge": [0.4331, -1.1674, 0.4622, -0.8300, -0.3202, -0.7010, -0.6183, 1.0445, 0.3920, 0.4001, 0.4457, 0.4870, 0.4093, -0.5250, 1.4724, -1.4625, -0.5660, -1.2690, 0.3372, 0.9294, -0.3631, -0.2873, 0.2508, -0.6467, -0.6612, 0.2226, 0.3607, -0.2039, 0.4562, 0.5181, 0.4253, 0.4816, 0.4042, 0.5666, -0.5046, 0.1728, 0.2252, 0.0839, 0.2088, -0.5174, 0.6596, -0.8360, -0.3761, -0.9165, -0.7945, -0.2462, 0.8239, 0.4337, -0.8942, 1.2866, -0.3261, 0.0225, -0.6643, -0.6353, -0.0537, -0.0718, 0.4889, 0.4355, 0.4390, 0.4848, 0.4415, 0.3219, 0.3147, 0.4450, 0.4096, 0.7039, 0.6472, -1.3468, -0.3659, -1.0764, -0.7101, 0.4665, -0.3022, -0.6462, -0.5770, -0.6245, -0.3058, 0.0746, 0.0545, 0.5021, 0.4550, 0.4695, 0.4721, 0.4279, 0.4451, 0.4258, 0.4840, 0.5880]}